Computed, not measured: a cluster of 5 separate species, C43H97IN3O4S in total at a distorted geometry, with wB97M-V/def2-TZVPD.

XYZ file:
```
149
Properties=species:S:1:pos:R:3
C 0.68488 -1.82504 1.50836
C 1.09370 -2.79406 0.38212
C 0.02496 -2.90109 -0.74018
C 0.49202 -2.42910 -2.14735
C -0.00331 -1.01475 -2.47940
C 0.32811 0.00285 -1.37057
C 0.43933 1.42655 -1.94352
C 0.11564 2.48514 -0.86648
C 0.87406 3.83030 -0.96809
C 1.10995 4.39592 -2.37943
C -0.13466 5.09156 -2.96255
C -1.12003 4.12952 -3.63249
C -2.09171 4.80971 -4.62673
C -3.56943 4.63218 -4.23642
C -4.13226 3.29025 -4.77412
C -4.44069 2.27320 -3.65347
C -5.93939 1.96466 -3.51737
C -6.17056 0.61124 -2.84986
C -5.64465 0.54128 -1.39842
C -6.85566 0.78666 -0.50630
N -6.61012 1.25467 0.94543
C -6.93263 2.59437 1.04590
N -8.22989 2.98692 1.37317
C -8.59367 3.26567 2.78781
C -8.03543 2.30701 3.84635
C -6.69397 2.75594 4.43673
I -5.33362 1.11399 4.72889
N -5.99374 3.46843 0.71725
C -6.16425 4.92889 0.54733
C -5.84669 5.81910 1.73684
C -4.39101 5.74724 2.26509
S -3.69086 7.41995 2.47247
H 1.22892 -0.89003 1.42289
H 0.94001 -2.24193 2.47969
H -0.37786 -1.60355 1.50385
H 1.36043 -3.77351 0.76344
H 1.99087 -2.38482 -0.07758
H -0.85384 -2.32514 -0.46921
H -0.23108 -3.95120 -0.84837
H 1.57603 -2.46354 -2.20970
H 0.04911 -3.10024 -2.88051
H -1.08584 -1.02636 -2.59418
H 0.49216 -0.66350 -3.38059
H 1.28160 -0.21895 -0.90081
H -0.45700 -0.00107 -0.62006
H -0.25743 1.55172 -2.76538
H 1.45289 1.58101 -2.30423
H 0.37781 2.04167 0.09364
H -0.96164 2.64150 -0.87142
H 0.26709 4.57699 -0.45382
H 1.79194 3.74812 -0.39011
H 1.48767 3.64972 -3.06928
H 1.85916 5.17945 -2.27374
H -0.66781 5.64342 -2.18704
H 0.20347 5.83627 -3.68131
H -0.52021 3.41430 -4.18772
H -1.70030 3.62905 -2.86295
H -1.86557 5.86666 -4.73996
H -1.92479 4.32092 -5.57978
H -3.68645 4.69342 -3.15531
H -4.12389 5.47112 -4.65439
H -3.39248 2.88164 -5.45210
H -5.04341 3.47156 -5.33920
H -4.06253 2.67454 -2.71649
H -3.95097 1.31973 -3.84259
H -6.31669 1.88310 -4.53603
H -6.52436 2.75894 -3.05122
H -7.24854 0.46073 -2.76281
H -5.81364 -0.19118 -3.48650
H -4.80245 1.20298 -1.22216
H -5.30642 -0.47023 -1.19301
H -7.38081 -0.15753 -0.42012
H -7.51837 1.51272 -0.97485
H -7.31298 0.75555 1.47846
H -8.90628 2.36175 0.95401
H -8.37273 4.28249 3.07200
H -9.67446 3.17989 2.82713
H -7.99637 1.27379 3.51814
H -8.74332 2.32053 4.67148
H -6.16393 3.43922 3.79194
H -6.83711 3.20189 5.41135
H -5.08003 3.08589 0.49913
H -5.46958 5.21222 -0.24130
H -7.15412 5.11394 0.15115
H -6.51570 5.66855 2.57033
H -6.02081 6.83320 1.39412
H -4.37469 5.30971 3.25485
H -3.75059 5.17719 1.60014
H -4.18286 7.80773 3.65865
C 5.20063 -5.73959 -4.95905
C 4.40663 -4.51927 -4.52529
O 3.17209 -4.82489 -3.90434
C 3.23767 -5.59670 -2.71955
C 4.02211 -4.94034 -1.60194
H 4.61110 -6.35527 -5.63923
H 6.11344 -5.43117 -5.46897
H 5.48890 -6.36319 -4.11191
H 4.15002 -3.92583 -5.40291
H 5.01254 -3.87531 -3.87741
H 3.62188 -6.59749 -2.94593
H 2.20625 -5.72631 -2.38828
H 5.07219 -4.78837 -1.85368
H 3.98561 -5.56576 -0.70818
H 3.59495 -3.96408 -1.36435
C 3.30960 -6.09380 4.21117
C 3.32163 -6.65161 2.79777
O 4.61455 -6.75245 2.23215
C 5.53164 -7.58809 2.91794
C 5.08682 -9.03543 3.03344
H 3.77936 -5.10970 4.23564
H 2.28388 -6.00167 4.56999
H 3.84836 -6.73526 4.90903
H 2.76554 -5.97988 2.14199
H 2.81084 -7.62039 2.75878
H 5.75946 -7.17400 3.90614
H 6.45515 -7.53963 2.34087
H 4.16716 -9.13985 3.61050
H 5.85979 -9.62548 3.52714
H 4.90492 -9.45790 2.04384
C 8.66416 -10.23505 1.00142
C 9.66268 -10.00580 2.12328
O 9.38283 -10.73810 3.30146
C 9.36499 -12.14852 3.17274
C 10.67817 -12.74503 2.69602
H 7.65425 -9.99091 1.33572
H 8.90829 -9.60811 0.14343
H 8.65736 -11.27146 0.66206
H 9.63629 -8.95720 2.42080
H 10.68332 -10.20663 1.77908
H 8.53966 -12.46253 2.52340
H 9.13748 -12.52666 4.16917
H 10.94577 -12.40328 1.69556
H 10.60658 -13.83246 2.66742
H 11.48932 -12.46723 3.37001
C -0.58540 9.99914 1.95427
C 0.01590 11.29747 1.44141
O 0.63327 12.08153 2.44202
C 1.71555 11.48193 3.13158
C 2.87744 11.08375 2.23751
H -1.31523 10.20227 2.73969
H -1.08399 9.46810 1.14222
H 0.17115 9.33273 2.37068
H -0.77614 11.92308 1.02960
H 0.71594 11.10013 0.62146
H 1.36686 10.62361 3.71760
H 2.05161 12.23078 3.84797
H 2.59308 10.32590 1.50626
H 3.68999 10.67628 2.83927
H 3.25057 11.94988 1.69004
```

Summary:
M   879.237 g/mol
Lowest unoccupied orbital energy   -3.423 eV
Net charge   +1
HOMO level   -10.484 eV

Löwdin population analysis, charges in e, atoms 1 to 5: atom 1 (C): -0.109, atom 2 (C): -0.238, atom 3 (C): -0.196, atom 4 (C): -0.199, atom 5 (C): -0.203

---

Computed, not measured: a structure of composition C43H97N3O11 at a distorted geometry, with wB97M-V/def2-TZVPD.

XYZ file:
```
154
Properties=species:S:1:pos:R:3
C 12.32280 23.18715 8.20653
O 11.36433 23.36075 7.19876
C 11.08224 22.18635 6.44983
C 10.06855 22.68367 5.37135
O 8.74164 22.86240 5.79250
C 7.86173 23.50103 4.91119
H 12.53857 24.09552 8.76904
H 13.24247 22.86711 7.71676
H 12.07908 22.43354 8.95538
H 10.64704 21.50312 7.17914
H 11.97293 21.74268 6.00493
H 10.03317 21.97208 4.54644
H 10.47300 23.61309 4.97048
H 7.96370 24.57788 4.77672
H 6.90504 23.32428 5.40272
H 7.80676 23.06520 3.91363
C 8.36706 29.94498 4.36229
O 7.91412 28.59973 4.21645
C 8.90131 27.65374 4.68989
C 8.35432 26.19372 5.00298
O 7.51600 26.07414 6.13188
C 6.32408 26.83671 6.08058
H 9.43993 30.03362 4.19139
H 8.26761 30.27038 5.39782
H 7.91879 30.62046 3.63371
H 9.28660 28.05028 5.62927
H 9.74136 27.60361 3.99715
H 9.14309 25.46764 5.19980
H 7.75280 25.74203 4.21414
H 5.66734 26.41657 6.84233
H 5.69586 26.72810 5.19647
H 6.44363 27.88777 6.34337
C 7.27304 24.87103 8.46845
O 8.57834 25.41765 8.58048
C 9.53189 25.05428 7.54765
C 10.94350 25.63643 7.65925
O 11.01088 27.03359 7.38146
C 10.08713 27.94334 7.94916
H 6.59466 25.05569 9.30138
H 7.37155 23.85186 8.09470
H 6.83894 25.42573 7.63660
H 9.15814 25.38438 6.57840
H 9.44309 23.96859 7.50891
H 11.61653 25.09862 6.99151
H 11.31360 25.61749 8.68432
H 10.23273 28.90817 7.46336
H 10.12398 28.03931 9.03429
H 9.07689 27.63619 7.67863
C 3.20642 30.18140 -1.53339
O 4.10118 30.29362 -0.44834
C 4.09856 29.21340 0.49602
C 5.07028 29.54693 1.57360
O 5.27553 28.41207 2.43451
C 6.08460 28.56656 3.58948
H 3.62589 30.80102 -2.32599
H 2.22341 30.49116 -1.17864
H 3.26553 29.13921 -1.84717
H 4.39017 28.37487 -0.13640
H 3.11308 29.03708 0.92710
H 4.52666 30.27655 2.17379
H 5.93897 29.97058 1.06962
H 7.11168 28.80730 3.31512
H 6.13930 27.67373 4.21235
H 5.77048 29.28849 4.34331
C 2.02171 25.88046 2.87676
C 3.30909 26.24814 3.65984
C 3.28437 25.55369 5.07997
C 3.71587 24.05974 4.94419
C 5.11972 24.10519 4.32445
C 5.29408 24.73569 2.94193
N 4.62948 26.03666 2.90494
O 4.81628 26.76819 1.77408
C 6.80258 24.90174 2.70999
C 4.76389 23.76202 1.88467
C 3.32646 27.85938 3.98985
H 1.82875 26.63433 2.11350
H 1.11227 25.74762 3.46272
H 2.23077 24.94517 2.35749
H 3.95527 26.12758 5.71922
H 2.31374 25.55225 5.57596
H 3.17638 23.51450 4.16975
H 3.60734 23.41604 5.81711
H 5.40103 23.05314 4.27805
H 5.75560 24.59361 5.06283
H 7.22083 25.55279 3.47765
H 7.42595 24.00831 2.74594
H 7.04478 25.27533 1.71508
H 5.48807 22.97742 1.66548
H 3.76301 23.33563 1.95197
H 4.73341 24.33255 0.95641
H 2.36411 28.04468 4.46698
H 3.43064 28.38489 3.04060
H 4.17935 28.19466 4.57997
H 5.27463 27.51361 2.16887
C 12.62841 26.05840 3.19099
C 12.99055 26.53977 4.60970
C 14.34410 27.30335 4.62094
C 14.31905 28.76761 4.11305
C 13.26911 29.54945 4.81547
C 11.81158 28.88170 4.87412
N 11.94965 27.45836 5.13996
O 10.73431 26.82607 5.38386
C 10.94966 29.59241 5.93026
C 11.14356 29.06053 3.49896
C 13.01935 25.27707 5.51761
H 13.33011 25.28657 2.87479
H 12.67026 26.79723 2.39071
H 11.65064 25.58055 3.12987
H 14.76785 27.15117 5.61361
H 14.98876 26.87117 3.85560
H 14.12842 28.79292 3.04014
H 15.30513 29.22213 4.20879
H 13.15106 30.45586 4.22169
H 13.52555 29.79704 5.84553
H 10.70899 30.59363 5.57286
H 9.98656 29.10493 6.08157
H 11.50351 29.59297 6.86907
H 11.77385 28.65671 2.70667
H 10.22347 28.47658 3.47583
H 10.94944 30.10999 3.27749
H 13.89236 24.63322 5.41076
H 12.21672 24.54514 5.42727
H 13.05253 25.56404 6.56863
H 10.81936 26.69165 6.33059
C 7.76207 31.44295 7.03389
C 6.88222 30.22881 7.48852
C 7.85826 29.03698 7.59775
C 7.38901 27.95315 8.54007
C 7.10805 28.57144 9.94152
C 6.01671 29.67345 9.96200
N 6.40551 30.65807 8.88219
O 5.48883 31.68652 8.78575
C 4.55013 29.11351 9.81711
C 6.02146 30.31577 11.30697
C 5.68134 29.86073 6.47758
H 8.18365 31.90676 7.92567
H 7.09529 32.23225 6.68675
H 8.45563 31.14265 6.24845
H 8.04099 28.55774 6.63596
H 8.81003 29.28835 8.06578
H 8.08938 27.12939 8.67784
H 6.43014 27.58781 8.17235
H 8.04904 28.80704 10.43865
H 6.70221 27.69810 10.45207
H 4.35760 28.97577 8.75313
H 4.37249 28.13569 10.26478
H 3.75703 29.79295 10.12930
H 6.97442 30.83667 11.39996
H 5.32362 31.12387 11.52628
H 5.94910 29.50634 12.03341
H 5.16861 28.90196 6.55482
H 6.05559 29.94938 5.45770
H 4.91206 30.63294 6.47994
H 6.07693 32.44141 8.70912
```

Summary:
M   832.259 g/mol
Lowest unoccupied orbital energy   0.565 eV
HOMO level   -6.438 eV
ΔE to the lowest compared entry with this formula, charge and spin   592.4 kcal/mol

Löwdin population analysis, charges in e, atoms 1 to 5: atom 1 (C): -0.087, atom 2 (O): -0.341, atom 3 (C): -0.122, atom 4 (C): -0.163, atom 5 (O): -0.164